Density functional theory data (wB97M-V/def2-TZVPD) for a 6-piece molecular cluster, C39H88N2O4S overall.

Values from the calculation:
**HOMO-LUMO gap**: 9.44 eV
**Multiplicity**: 1

Last column: Mulliken charge in e.
Geometry (Å):
1 C 0.7677 2.4263 1.9020  -0.948
2 C 1.3180 2.1356 0.5255  0.523
3 O 2.2393 1.3927 0.3645  -0.604
4 N 0.6585 2.7022 -0.6119  0.372
5 C -0.2989 1.7278 -1.1517  -0.094
6 C 0.0027 3.9863 -0.3597  -0.633
7 C 1.0409 5.0776 -0.0662  -1.025
8 C 0.5674 6.1679 0.8996  0.462
9 C -0.6554 6.9435 0.4473  -1.369
10 O -1.8691 6.1515 0.3829  -0.013
11 S -2.7509 6.0002 1.7428  0.431
12 O -1.8626 5.6822 2.8348  -0.490
13 O -3.4007 4.5822 1.3095  -0.244
14 C -4.3405 4.6224 0.2148  -0.673
15 C -3.7867 3.8240 -0.9453  -0.048
16 N -3.1920 4.2947 -1.9514  -0.421
17 H -0.2856 2.1271 1.9558  0.311
18 H 0.8076 3.4896 2.1514  0.103
19 H 1.3497 1.8610 2.6305  0.392
20 H -1.2257 1.7008 -0.5528  0.271
21 H 0.1575 0.7371 -1.1783  0.134
22 H -0.5738 2.0465 -2.1611  -0.383
23 H -0.5746 4.2199 -1.2604  0.548
24 H -0.7371 3.9238 0.4525  0.363
25 H 1.3998 5.5306 -0.9986  0.202
26 H 1.9179 4.5926 0.3816  0.286
27 H 1.3740 6.9099 0.9806  0.222
28 H 0.4270 5.7405 1.8958  0.095
29 H -0.8204 7.8254 1.0775  0.427
30 H -0.5200 7.2941 -0.5808  0.354
31 H -5.2700 4.1804 0.5827  0.381
32 H -4.5382 5.6532 -0.1032  0.376
33 H -3.9163 2.7396 -0.8908  0.407
34 H -3.1139 5.3133 -1.8868  0.229
35 C 1.2131 -1.9785 0.1467  -0.810
36 C 0.3685 -2.4075 -1.0477  -0.404
37 C -1.1367 -2.2884 -0.8147  -0.497
38 C -1.6768 -3.1363 0.3393  -0.858
39 C -1.3603 -4.6274 0.2412  1.000
40 C -1.9510 -5.3003 -0.9931  -1.392
41 H 1.0173 -2.5981 1.0247  0.283
42 H 2.2779 -2.0506 -0.0765  0.337
43 H 1.0103 -0.9396 0.4136  0.048
44 H 0.6163 -3.4364 -1.3220  0.134
45 H 0.6351 -1.7950 -1.9138  0.467
46 H -1.6582 -2.5516 -1.7393  0.412
47 H -1.3883 -1.2405 -0.6170  0.096
48 H -2.7629 -3.0027 0.3886  0.408
49 H -1.2839 -2.7570 1.2869  0.371
50 H -1.7461 -5.1261 1.1355  0.219
51 H -0.2774 -4.7802 0.2560  -0.861
52 H -3.0385 -5.1935 -1.0092  0.261
53 H -1.7209 -6.3671 -1.0019  0.433
54 H -1.5581 -4.8737 -1.9175  0.394
55 C 2.8485 -9.3867 -0.5953  -1.185
56 C 3.7364 -8.5596 0.3284  -0.414
57 C 2.9537 -7.6491 1.2734  -0.960
58 C 2.0854 -6.5992 0.5778  -0.466
59 C 2.8389 -5.6622 -0.3644  0.297
60 C 3.9016 -4.8204 0.3336  -1.383
61 H 2.2479 -8.7539 -1.2506  0.274
62 H 3.4444 -10.0429 -1.2309  0.382
63 H 2.1640 -10.0126 -0.0181  0.293
64 H 4.4317 -7.9647 -0.2706  0.241
65 H 4.3555 -9.2321 0.9280  0.397
66 H 3.6543 -7.1538 1.9511  0.346
67 H 2.3089 -8.2666 1.9072  0.407
68 H 1.5851 -5.9983 1.3447  0.366
69 H 1.2865 -7.0962 0.0195  0.318
70 H 2.1148 -4.9967 -0.8415  -0.310
71 H 3.2984 -6.2360 -1.1745  0.342
72 H 3.4571 -4.2150 1.1268  0.255
73 H 4.3896 -4.1419 -0.3673  0.386
74 H 4.6782 -5.4419 0.7828  0.402
75 C -2.1402 4.9054 -8.0779  -1.204
76 C -0.6904 4.8725 -7.6061  -0.357
77 C -0.1682 3.4626 -7.3339  -0.756
78 C -0.9172 2.7020 -6.2376  -0.987
79 C -0.9513 3.4030 -4.8804  -0.069
80 C 0.4313 3.6303 -4.2774  -0.695
81 H -2.8179 4.4963 -7.3270  0.280
82 H -2.4630 5.9258 -8.2888  0.376
83 H -2.2644 4.3206 -8.9922  0.299
84 H -0.5853 5.4880 -6.7081  0.238
85 H -0.0554 5.3372 -8.3651  0.394
86 H 0.8933 3.5206 -7.0788  0.308
87 H -0.2228 2.8802 -8.2595  0.419
88 H -0.4491 1.7197 -6.1164  0.381
89 H -1.9430 2.5071 -6.5620  0.364
90 H -1.5515 2.8003 -4.1935  0.241
91 H -1.4744 4.3597 -4.9662  0.247
92 H 0.9650 2.6859 -4.1477  0.269
93 H 0.3574 4.1006 -3.2954  -0.219
94 H 1.0451 4.2794 -4.9043  0.475
95 C -6.0002 -9.5111 3.8703  -1.215
96 C -5.4790 -8.9990 2.5318  -0.443
97 C -4.2376 -8.1170 2.6565  -0.490
98 C -4.4379 -6.8380 3.4722  -0.707
99 C -5.5489 -5.9201 2.9633  -0.449
100 C -5.3106 -5.4178 1.5436  -0.954
101 H -6.3039 -8.6927 4.5250  0.283
102 H -6.8669 -10.1591 3.7337  0.380
103 H -5.2320 -10.0868 4.3917  0.295
104 H -6.2738 -8.4527 2.0158  0.229
105 H -5.2359 -9.8511 1.8917  0.386
106 H -3.8827 -7.8595 1.6547  0.190
107 H -3.4339 -8.6997 3.1182  0.399
108 H -3.4951 -6.2810 3.4764  0.356
109 H -4.6385 -7.0949 4.5158  0.352
110 H -5.6276 -5.0650 3.6396  0.357
111 H -6.5135 -6.4333 3.0129  0.245
112 H -4.3611 -4.8792 1.4836  0.064
113 H -6.1025 -4.7378 1.2266  0.448
114 H -5.2749 -6.2383 0.8250  0.265
115 C 6.4823 8.7504 3.8849  -1.187
116 C 6.6000 7.2754 3.5157  -0.451
117 C 5.7500 6.8768 2.3102  -0.910
118 C 4.2449 7.0782 2.4943  -0.164
119 C 3.6292 6.3415 3.6816  -0.446
120 C 3.7565 4.8240 3.5864  -1.078
121 H 5.4616 9.0167 4.1641  0.278
122 H 7.1268 8.9975 4.7294  0.383
123 H 6.7744 9.3855 3.0454  0.292
124 H 6.3320 6.6606 4.3797  0.234
125 H 7.6448 7.0432 3.2944  0.391
126 H 5.9510 5.8310 2.0636  0.352
127 H 6.0732 7.4576 1.4404  0.410
128 H 3.7400 6.7490 1.5791  -0.014
129 H 4.0292 8.1464 2.5895  0.384
130 H 2.5691 6.6052 3.7404  0.318
131 H 4.0774 6.6887 4.6167  0.379
132 H 3.2862 4.4482 2.6734  0.121
133 H 3.2744 4.3344 4.4336  0.393
134 H 4.7995 4.5045 3.5741  0.345